--- A ---
Molecular formula: C20H31N5O4
Method: DFT, the ωB97M-V functional and the def2-TZVPD basis

Its gap between HOMO and LUMO is 9.035 eV. As for the total charge: 0. The HOMO energy is -0.3142 Eh. The LUMO energy is 0.48 eV.

Last columns: bonded neighbours and bond lengths (Å).
Cartesian coordinates (Å):
1 C 5.232 -4.866 2.713  C2 1.527, H30 1.090, H31 1.093, H32 1.091
2 C 4.164 -4.790 1.625  C1 1.527, C3 1.527, C4 1.532, H33 1.096
3 C 4.572 -5.630 0.418  C2 1.527, H34 1.093, H35 1.092, H36 1.090
4 C 3.828 -3.354 1.209  C2 1.532, N5 1.445, H37 1.090, H38 1.096
5 N 4.915 -2.568 0.674  C4 1.445, N6 1.397, C28 1.384
6 N 5.987 -2.156 1.469  N5 1.397, C7 1.386, H39 1.014
7 C 6.917 -1.608 0.600  N6 1.386, C8 1.497, C27 1.345
8 C 8.155 -0.973 1.154  C7 1.497, C9 1.519, H40 1.091, H41 1.092
9 C 9.142 -0.753 0.022  C8 1.519, O10 1.217, N11 1.353
10 O 9.203 0.299 -0.587  C9 1.217
11 N 9.904 -1.822 -0.307  C9 1.353, C12 1.474, C26 1.463
12 C 9.703 -3.258 -0.039  N11 1.474, C13 1.550, H42 1.090, H43 1.088
13 C 10.225 -3.562 -1.467  C12 1.550, C14 1.525, C26 1.549, H44 1.090
14 C 9.209 -4.165 -2.432  C13 1.525, N15 1.460, H45 1.093, H46 1.091
15 N 9.327 -5.610 -2.603  C14 1.460, C16 1.454, C17 1.353
16 C 9.866 -6.075 -3.871  N15 1.454, H47 1.085, H48 1.093, H49 1.090
17 C 8.842 -6.412 -1.627  N15 1.353, O18 1.230, C19 1.518
18 O 8.408 -5.923 -0.586  C17 1.230
19 C 8.875 -7.904 -1.905  C17 1.518, C20 1.527, H50 1.091, H51 1.093
20 C 8.256 -8.900 -0.926  C19 1.527, O21 1.219, N22 1.345
21 O 8.187 -10.069 -1.263  C20 1.219
22 N 7.855 -8.446 0.275  C20 1.345, C23 1.430, H52 1.013
23 C 7.319 -9.348 1.248  N22 1.430, C24 1.493, C25 1.499, H53 1.082
24 C 6.444 -8.769 2.310  C23 1.493, C25 1.507, H54 1.080, H55 1.082
25 C 5.850 -9.644 1.237  C23 1.499, C24 1.507, H56 1.081, H57 1.080
26 C 10.451 -2.040 -1.646  N11 1.463, C13 1.549, H58 1.093, H59 1.090
27 C 6.541 -1.803 -0.677  C7 1.345, C28 1.461, H60 1.077
28 C 5.239 -2.465 -0.667  N5 1.384, C27 1.461, O29 1.220
29 O 4.545 -2.887 -1.578  C28 1.220
30 H 6.216 -4.619 2.313  C1 1.090
31 H 5.021 -4.183 3.539  C1 1.093
32 H 5.277 -5.874 3.127  C1 1.091
33 H 3.228 -5.190 2.030  C2 1.096
34 H 5.516 -5.274 -0.003  C3 1.093
35 H 4.712 -6.674 0.706  C3 1.092
36 H 3.822 -5.589 -0.373  C3 1.090
37 H 3.079 -3.363 0.417  C4 1.090
38 H 3.404 -2.813 2.062  C4 1.096
39 H 5.703 -1.575 2.250  N6 1.014
40 H 7.929 0.001 1.589  C8 1.091
41 H 8.574 -1.617 1.931  C8 1.092
42 H 10.327 -3.634 0.771  C12 1.090
43 H 8.669 -3.553 0.126  C12 1.088
44 H 11.146 -4.144 -1.484  C13 1.090
45 H 8.195 -3.924 -2.103  C14 1.093
46 H 9.345 -3.724 -3.421  C14 1.091
47 H 10.233 -7.093 -3.797  C16 1.085
48 H 9.120 -6.028 -4.668  C16 1.093
49 H 10.708 -5.441 -4.149  C16 1.090
50 H 8.402 -8.107 -2.867  C19 1.091
51 H 9.914 -8.224 -2.018  C19 1.093
52 H 7.935 -7.452 0.449  N22 1.013
53 H 7.982 -10.160 1.514  C23 1.082
54 H 6.532 -9.161 3.313  C24 1.080
55 H 6.246 -7.707 2.253  C24 1.082
56 H 5.265 -9.163 0.465  C25 1.081
57 H 5.535 -10.643 1.501  C25 1.080
58 H 9.848 -1.559 -2.421  C26 1.093
59 H 11.489 -1.726 -1.761  C26 1.090
60 H 7.083 -1.530 -1.567  C27 1.077

Results of the natural (NBO) charge analysis, in e, for atoms 1 through 5:
1 C -0.6111
2 C -0.2248
3 C -0.6133
4 C -0.2171
5 N -0.2746


--- B ---
Molecular formula: C20H31N5O4
Method: DFT, the ωB97M-V functional and the def2-TZVPD basis

Its gap between HOMO and LUMO is 8.969 eV. As for the total charge: 0. The HOMO energy is -0.3157 Eh. The LUMO energy is 0.38 eV.

Last columns: bonded neighbours and bond lengths (Å).
Cartesian coordinates (Å):
1 C -1.491 -1.866 0.175  C2 1.525, H30 1.092, H31 1.091, H32 1.091
2 C -0.697 -3.145 0.416  C1 1.525, C3 1.526, C4 1.528, H33 1.095
3 C -1.238 -4.292 -0.433  C2 1.526, H34 1.093, H35 1.091, H36 1.092
4 C -0.744 -3.565 1.884  C2 1.528, N5 1.450, H37 1.091, H38 1.094
5 N -0.206 -2.595 2.818  C4 1.450, N6 1.402, C28 1.395
6 N 1.090 -2.103 2.606  N5 1.402, C7 1.388, H39 1.014
7 C 1.158 -0.895 3.286  N6 1.388, C8 1.497, C27 1.345
8 C 2.483 -0.216 3.443  C7 1.497, C9 1.521, H40 1.090, H41 1.092
9 C 2.260 1.268 3.693  C8 1.521, O10 1.218, N11 1.344
10 O 2.294 1.758 4.808  C9 1.218
11 N 1.969 1.984 2.594  C9 1.344, C12 1.464, C26 1.455
12 C 1.756 1.653 1.184  N11 1.464, C13 1.554, H42 1.092, H43 1.090
13 C 1.214 3.095 0.983  C12 1.554, C14 1.522, C26 1.551, H44 1.090
14 C -0.238 3.212 0.539  C13 1.522, N15 1.460, H45 1.091, H46 1.092
15 N -0.390 3.321 -0.909  C14 1.460, C16 1.452, C17 1.354
16 C -0.503 4.672 -1.428  N15 1.452, H47 1.084, H48 1.092, H49 1.092
17 C -0.371 2.189 -1.650  N15 1.354, O18 1.229, C19 1.519
18 O -0.192 1.101 -1.107  C17 1.229
19 C -0.576 2.344 -3.147  C17 1.519, C20 1.529, H50 1.090, H51 1.094
20 C -0.681 1.110 -4.044  C19 1.529, O21 1.219, N22 1.346
21 O -1.093 1.257 -5.181  C20 1.219
22 N -0.231 -0.058 -3.549  C20 1.346, C23 1.431, H52 1.014
23 C -0.284 -1.258 -4.326  N22 1.431, C24 1.492, C25 1.500, H53 1.080
24 C 0.074 -2.536 -3.644  C23 1.492, C25 1.510, H54 1.080, H55 1.083
25 C -1.355 -2.275 -4.060  C23 1.500, C24 1.510, H56 1.082, H57 1.081
26 C 1.456 3.342 2.495  N11 1.455, C13 1.551, H58 1.093, H59 1.090
27 C -0.058 -0.525 3.723  C7 1.345, C28 1.460, H60 1.077
28 C -0.995 -1.592 3.382  N5 1.395, C27 1.460, O29 1.217
29 O -2.203 -1.666 3.509  C28 1.217
30 H -2.524 -1.985 0.508  C1 1.092
31 H -1.066 -1.013 0.708  C1 1.091
32 H -1.498 -1.611 -0.886  C1 1.091
33 H 0.349 -2.968 0.144  C2 1.095
34 H -2.282 -4.494 -0.180  C3 1.093
35 H -1.195 -4.049 -1.495  C3 1.091
36 H -0.670 -5.212 -0.275  C3 1.092
37 H -1.777 -3.717 2.201  C4 1.091
38 H -0.212 -4.512 2.018  C4 1.094
39 H 1.804 -2.782 2.847  N6 1.014
40 H 3.017 -0.614 4.306  C8 1.090
41 H 3.088 -0.380 2.547  C8 1.092
42 H 2.677 1.424 0.644  C12 1.092
43 H 1.022 0.866 1.008  C12 1.090
44 H 1.846 3.711 0.344  C13 1.090
45 H -0.810 2.355 0.897  C14 1.091
46 H -0.679 4.114 0.970  C14 1.092
47 H -0.466 4.690 -2.511  C16 1.084
48 H -1.440 5.131 -1.105  C16 1.092
49 H 0.323 5.282 -1.055  C16 1.092
50 H -1.477 2.925 -3.342  C19 1.090
51 H 0.251 2.929 -3.558  C19 1.094
52 H -0.057 -0.088 -2.551  N22 1.014
53 H 0.018 -1.109 -5.352  C23 1.080
54 H 0.651 -3.268 -4.190  C24 1.080
55 H 0.299 -2.480 -2.586  C24 1.083
56 H -2.066 -2.043 -3.279  C25 1.082
57 H -1.755 -2.823 -4.901  C25 1.081
58 H 0.555 3.508 3.093  C26 1.093
59 H 2.189 4.110 2.741  C26 1.090
60 H -0.321 0.389 4.229  C27 1.077

Results of the natural (NBO) charge analysis, in e, for atoms 1 through 5:
1 C -0.5982
2 C -0.2371
3 C -0.6062
4 C -0.2202
5 N -0.2733


Of the structures shown above, A is the least stable.